[1]
The following is a DFT calculation (wB97M-V/def2-TZVPD) of a structure of composition C38H27Br2Cl5MnN3O5Te.

```
82
Properties=species:S:1:pos:R:3:lowdin_spin:R:1
Mn -2.1271 -1.2473 -1.7905 3.8427
Br -3.3819 -1.3941 3.0736 0.0020
C -2.7833 -2.8243 1.9933 0.0052
C -2.6805 -4.1088 2.5515 -0.0010
C -2.2619 -5.1663 1.7986 0.0057
Br -2.1312 -6.8799 2.6105 0.0013
C -1.9328 -4.9983 0.4306 0.0006
C -1.4903 -6.0164 -0.4434 0.0015
C -1.1967 -5.7169 -1.7429 0.0010
C -1.3430 -4.3932 -2.1991 0.0076
N -1.7603 -3.4364 -1.4111 0.0430
C -2.0493 -3.7049 -0.1144 0.0039
C -2.4700 -2.5687 0.6683 0.0054
O -2.5186 -1.3963 0.1242 0.0420
H -2.9386 -4.2489 3.5920 -0.0002
H -1.3867 -7.0261 -0.0693 0.0001
H -0.8507 -6.4791 -2.4269 0.0002
H -1.0948 -4.1073 -3.2124 0.0007
Cl 0.1812 4.6233 -5.1341 0.0007
C -0.4531 3.0826 -4.6786 0.0024
C -1.3007 2.9659 -3.5821 0.0003
Cl -1.7108 4.3610 -2.6547 0.0009
C -1.7969 1.7234 -3.2171 0.0042
Cl -2.8398 1.5574 -1.8446 0.0296
C -1.4640 0.5416 -3.9114 0.0068
O -1.9190 -0.6151 -3.5753 0.0299
C -0.6146 0.6933 -5.0317 0.0017
Cl -0.2225 -0.7223 -5.9220 0.0008
C -0.1177 1.9342 -5.3990 -0.0001
Cl 0.9352 2.0661 -6.7593 -0.0002
O -5.8569 -1.3901 -3.0036 0.0158
N -4.7067 -1.0513 -2.9815 0.0049
O -3.9982 -1.6980 -2.0787 -0.0033
C -1.4139 3.3886 6.0512 0.0022
C -1.0379 2.6247 4.8101 0.0105
C -0.5832 1.3164 4.8819 0.0050
C -0.2495 0.5922 3.7400 0.0300
C 0.2430 -0.8237 3.9097 0.0057
C -0.3672 1.2090 2.4882 0.1422
Te 0.1687 -0.0360 0.7528 0.3928
N -0.2759 -0.7875 -1.3588 0.1934
C 0.6878 -1.4194 -2.0484 0.0223
O 0.4707 -2.1981 -2.9841 0.0521
C 2.1290 -1.1565 -1.6818 -0.0006
C 2.8721 -0.2490 -2.4301 0.0005
C 4.1924 0.0121 -2.1037 0.0011
C 4.7904 -0.6470 -1.0357 0.0010
C 4.0650 -1.5786 -0.3087 0.0008
C 2.7370 -1.8325 -0.6307 0.0042
C 1.4556 1.4687 0.0111 0.0123
C 1.1178 2.1023 -1.1770 0.0043
C 1.9055 3.1222 -1.6832 0.0003
C 3.0497 3.5011 -0.9957 0.0020
C 3.3934 2.8569 0.1816 -0.0001
C 2.6082 1.8326 0.7106 0.0046
C 3.0211 1.1693 1.9949 0.0104
C -0.8386 2.5220 2.3893 0.0183
C -1.0060 3.2295 1.0732 0.0086
C -1.1590 3.2086 3.5568 0.0007
H -1.1653 2.8256 6.9506 0.0000
H -2.4856 3.5971 6.0714 0.0005
H -0.8944 4.3474 6.0958 0.0006
H -0.4899 0.8377 5.8517 0.0010
H 0.2063 -1.1106 4.9606 0.0000
H 1.2728 -0.9334 3.5614 0.0022
H -0.3672 -1.5351 3.3509 0.0001
H 2.4012 0.2620 -3.2619 0.0000
H 4.7553 0.7371 -2.6783 0.0001
H 5.8212 -0.4384 -0.7769 0.0001
H 4.5307 -2.1093 0.5132 0.0000
H 2.1700 -2.5615 -0.0633 0.0003
H 0.2356 1.7779 -1.7129 0.0000
H 1.6283 3.6151 -2.6070 0.0000
H 3.6789 4.2944 -1.3801 0.0001
H 4.2971 3.1444 0.7076 0.0001
H 4.0534 1.4201 2.2398 0.0009
H 2.9458 0.0827 1.9122 0.0051
H 2.3831 1.4828 2.8248 0.0013
H -1.3362 2.5484 0.2900 0.0060
H -0.0654 3.6731 0.7391 0.0007
H -1.7436 4.0277 1.1607 0.0005
H -1.5256 4.2278 3.4783 -0.0001
```

## Properties
orbital gap (spin up / spin down) = 7.03 / 6.67 eV
max |F| = 0.2 eV/Å
HOMO level (spin up / spin down) = -5.0 / -5.6 eV
spin multiplicity = 6
molar mass = 1125.3 g mol⁻¹
energy = -295864.8095 eV
net charge = -1
ΔE to the lowest compared entry with this formula, charge and spin = 0.0 kcal per mole


[2]
The following is a DFT calculation (wB97M-V/def2-TZVPD) of a cluster of 2 separate species, C5H16NO in total at a distorted geometry.

```
23
Properties=species:S:1:pos:R:3:nbo_charge:R:1
C 0.7357 2.4932 -0.7066 -0.6528
C -0.1752 1.3358 -0.2298 -0.0123
C 0.4370 0.3987 0.8534 -0.4239
C -0.5770 -0.7320 1.0925 -0.4194
C -1.9945 -0.2865 1.0915 -0.6229
N -0.4504 0.2877 -1.3823 -0.7410
H 0.3297 3.2091 -1.4334 0.2470
H 0.7780 2.9591 0.3076 0.2505
H 1.7838 2.2839 -0.8570 0.2429
H -1.2225 1.7001 0.0273 0.2472
H 0.6795 1.0023 1.8116 0.2552
H 1.3439 -0.0300 0.3680 0.2215
H -0.3938 -1.2765 1.9864 0.2524
H -0.4879 -1.4281 0.2397 0.1710
H -2.8193 -1.0487 1.4876 0.2614
H -2.4616 0.0468 0.0894 0.1682
H -1.9723 0.5254 1.8222 0.2211
H -0.5151 0.6163 -2.3461 0.4411
H 0.0645 -0.6668 -1.4204 0.4566
H -1.4154 -0.0938 -1.3638 0.4359
H 3.0254 -4.5437 -0.6897 0.4909
H 2.8226 -3.1340 -0.0193 0.4615
O 2.4850 -3.6184 -0.7288 -0.9519
```

## Properties
orbital gap = 10.87 eV
max |F| = 4.9 eV/Å
HOMO level = -14.3 eV
molar mass = 106.2 g mol⁻¹
energy = -8974.1591 eV
net charge = +1
ΔE to the lowest compared entry with this formula, charge and spin = 54.3 kcal per mole


[3]
The following is a DFT calculation (wB97M-V/def2-TZVPD) of the molecule C4H3NO2 at a distorted geometry.

```
10
Properties=species:S:1:pos:R:3:nbo_charge:R:1
C 0.1900 -0.0032 0.1382 -0.2606
C -0.0167 1.0838 -0.7523 -0.3461
C -1.0119 -0.7003 0.4813 -0.1796
C -1.6263 1.0287 -0.8909 0.3690
N -1.9571 -0.0432 -0.1849 -0.0715
O -2.9578 1.4388 -1.0104 -0.1808
O -3.2971 0.3517 -0.2048 -0.0471
H 1.1295 -0.4402 0.5376 0.2431
H 0.5926 1.7215 -1.3621 0.2399
H -1.2703 -1.7076 0.8414 0.2338
```

## Properties
orbital gap = 8.91 eV
max |F| = 5.6 eV/Å
HOMO level = -8.1 eV
SMILES = c1cc2oon2c1
molar mass = 97.1 g mol⁻¹
energy = -9773.4543 eV
ΔE to the lowest compared entry with this formula, charge and spin = 189.8 kcal per mole


Please write out number 2 again, unchanged.
The following is a DFT calculation (wB97M-V/def2-TZVPD) of a cluster of 2 separate species, C5H16NO in total at a distorted geometry.

```
23
Properties=species:S:1:pos:R:3:nbo_charge:R:1
C 0.7357 2.4932 -0.7066 -0.6528
C -0.1752 1.3358 -0.2298 -0.0123
C 0.4370 0.3987 0.8534 -0.4239
C -0.5770 -0.7320 1.0925 -0.4194
C -1.9945 -0.2865 1.0915 -0.6229
N -0.4504 0.2877 -1.3823 -0.7410
H 0.3297 3.2091 -1.4334 0.2470
H 0.7780 2.9591 0.3076 0.2505
H 1.7838 2.2839 -0.8570 0.2429
H -1.2225 1.7001 0.0273 0.2472
H 0.6795 1.0023 1.8116 0.2552
H 1.3439 -0.0300 0.3680 0.2215
H -0.3938 -1.2765 1.9864 0.2524
H -0.4879 -1.4281 0.2397 0.1710
H -2.8193 -1.0487 1.4876 0.2614
H -2.4616 0.0468 0.0894 0.1682
H -1.9723 0.5254 1.8222 0.2211
H -0.5151 0.6163 -2.3461 0.4411
H 0.0645 -0.6668 -1.4204 0.4566
H -1.4154 -0.0938 -1.3638 0.4359
H 3.0254 -4.5437 -0.6897 0.4909
H 2.8226 -3.1340 -0.0193 0.4615
O 2.4850 -3.6184 -0.7288 -0.9519
```

## Properties
orbital gap = 10.87 eV
max |F| = 4.9 eV/Å
HOMO level = -14.3 eV
molar mass = 106.2 g mol⁻¹
energy = -8974.1591 eV
net charge = +1
ΔE to the lowest compared entry with this formula, charge and spin = 54.3 kcal per mole


Q: The highest max |F| belongs to which entry?
A: C4H3NO2